# 1
DFT (the ωB97M-V functional and the def2-TZVPD basis) results for a single C5H11NO3 molecule.

Summary:
* energy above the lowest of the compared OMol25 structures with the same formula, charge and spin: 3.736 eV
* E_tot: -477.4882 Ha
* E_HOMO: -8.14 eV
* SMILES: CNCC(=O)C(C)(O)O

Positions of all 20 atoms, in Å:
C: 1.69 0.09 -0.16
C: -0.67 0.63 0.03
C: 2.20 -1.24 0.36
C: -3.18 0.26 0.70
N: -2.30 0.58 -0.41
C: -0.01 -0.32 -0.82
O: 2.35 0.51 -1.32
O: 1.94 1.04 0.84
O: -0.16 -0.99 -1.79
H: 2.43 -0.07 -2.10
H: 2.52 1.72 0.46
H: -2.50 -0.04 -1.19
H: -0.63 0.35 1.08
H: -0.43 1.67 -0.19
H: 3.28 -1.20 0.52
H: 1.73 -1.49 1.32
H: 2.02 -2.05 -0.34
H: -4.23 0.38 0.42
H: -3.00 0.94 1.54
H: -3.04 -0.77 1.06

=====

# 2
DFT (the ωB97M-V functional and the def2-TZVPD basis) results for a single C13H14N4O2 molecule.

Summary:
* energy above the lowest of the compared OMol25 structures with the same formula, charge and spin: 0.000 eV
* E_tot: -873.3014 Ha
* E_HOMO: -8.53 eV
* SMILES: Cc1cccc(C(=O)n2nc3n(c2=O)CCCN3)c1

Positions of all 33 atoms, in Å:
O: 2.27 -0.91 1.47
O: 2.99 -0.81 -1.25
N: -0.19 0.55 -0.80
C: 1.23 -0.34 1.10
C: 1.91 -0.21 -1.25
C: 0.10 0.72 -2.06
C: -1.46 1.17 3.25
C: -0.49 1.01 2.25
C: -1.77 0.12 4.13
C: -0.09 -1.26 3.04
C: 0.19 -0.19 2.16
C: -1.10 -1.10 3.99
N: 0.99 0.03 -0.24
N: -0.76 1.28 -2.96
N: 1.37 0.33 -2.41
C: -1.47 -2.22 4.89
C: -0.51 1.00 -4.40
C: 1.77 0.09 -3.79
C: 0.95 1.03 -4.71
H: -1.97 2.11 3.37
H: -0.31 1.78 1.52
H: -2.51 0.32 4.90
H: 0.46 -2.17 2.97
H: -1.76 1.37 -2.68
H: -0.70 -2.43 5.67
H: -1.70 -3.09 4.28
H: -2.38 -1.94 5.42
H: -1.06 1.73 -5.04
H: -0.90 -0.01 -4.62
H: 1.57 -0.98 -4.03
H: 2.85 0.29 -3.92
H: 1.32 2.04 -4.57
H: 1.17 0.72 -5.71

=====

# 3
DFT (the ωB97M-V functional and the def2-TZVPD basis) results for a gas-phase ion, C3H3N2OS (charge +1).

Summary:
* energy above the lowest of the compared OMol25 structures with the same formula, charge and spin: 2.000 eV
* net charge: +1
* E_tot: -698.7132 Ha
* E_HOMO: -14.11 eV
* SMILES: O=C=[NH+]CN=C=S

Positions of all 10 atoms, in Å:
C: 1.99 0.84 0.66
C: -1.50 -1.52 -0.21
C: -0.08 0.65 -0.56
N: -1.20 -0.41 0.28
N: 0.92 1.06 0.16
O: -1.72 -2.53 -0.69
S: 3.38 0.94 1.39
H: -0.65 1.47 -1.07
H: 0.15 -0.17 -1.20
H: -1.30 -0.32 1.23

=====

# 4
DFT (the ωB97M-V functional and the def2-TZVPD basis) results for a gas-phase ion, C3H9NS2 (charge -1).

Summary:
* 2S+1: 2
* energy above the lowest of the compared OMol25 structures with the same formula, charge and spin: 0.736 eV
* net charge: -1
* E_tot: -970.8073 Ha
* E_HOMO (spin up / spin down): -0.39 / -3.03 eV

Positions of all 15 atoms, in Å:
S: -1.69 -0.82 -2.68
S: -1.44 1.11 -1.55
C: -1.47 0.23 0.05
C: -0.12 -0.42 0.36
N: 0.76 0.52 1.01
C: 2.13 0.02 1.13
H: -2.38 -0.22 -3.65
H: -1.59 1.00 0.82
H: -2.35 -0.41 0.13
H: 0.26 -0.75 -0.62
H: -0.23 -1.37 0.89
H: 0.72 1.42 0.58
H: 2.20 -0.66 1.99
H: 2.75 0.90 1.29
H: 2.46 -0.54 0.25